No. 1
{
  "formula": "C20H33O3Si",
  "method": "ωB97M-V with the def2-TZVPD basis set",
  "symbols": ["Si", "O", "O", "O", "C", "C", "C", "C", "C", "C", "C", "C", "C", "C", "C", "C", "C", "C", "C", "C", "C", "C", "C", "C", "H", "H", "H", "H", "H", "H", "H", "H", "H", "H", "H", "H", "H", "H", "H", "H", "H", "H", "H", "H", "H", "H", "H", "H", "H", "H", "H", "H", "H", "H", "H", "H", "H"],
  "coordinates": [[2.155, 1.831, 0.830], [1.671, -3.855, -4.147], [0.466, 1.527, 0.547], [0.609, -0.996, 1.403], [-1.338, -0.011, 0.624], [-1.447, 2.517, 1.599], [3.036, 0.816, -0.452], [0.459, -1.740, 2.629], [-0.223, -3.229, -2.804], [2.517, 1.413, 2.618], [2.459, 3.642, 0.474], [-0.730, 1.338, 1.058], [-0.745, -2.505, -1.715], [-2.201, 3.366, 0.487], [0.104, -2.007, -0.704], [1.446, -2.389, -0.740], [3.075, -4.059, -4.280], [-3.845, 0.235, 0.308], [-2.746, -0.181, 1.280], [1.978, -3.095, -1.829], [-0.511, -1.247, 0.624], [1.170, -3.442, -2.929], [-4.164, 1.758, 0.337], [-3.157, 2.627, -0.389], [2.127, -2.228, 0.105], [-4.748, -0.359, 0.514], [1.840, 4.298, 1.090], [2.277, 3.877, -0.580], [3.202, -4.457, -5.281], [-2.865, -1.248, 1.556], [3.634, -3.123, -4.187], [-0.856, -3.601, -3.625], [1.854, 1.970, 3.273], [2.713, -0.222, -0.476], [-2.168, 2.250, 2.395], [-1.820, -2.421, -1.632], [2.414, 0.359, 2.824], [-1.429, 3.853, -0.129], [2.865, 1.252, -1.441], [-2.850, 0.334, 2.276], [-1.344, -0.095, -0.429], [3.055, -3.334, -1.849], [-5.145, 1.848, -0.158], [-4.319, 2.075, 1.369], [3.444, -4.788, -3.553], [0.290, -2.794, 2.355], [-0.686, 3.214, 2.056], [3.538, 1.712, 2.837], [4.106, 0.854, -0.247], [-0.371, -1.328, 3.230], [-3.726, 3.360, -0.958], [3.506, 3.862, 0.688], [-3.480, -0.067, -0.683], [-2.592, 2.038, -1.130], [-2.725, 4.197, 0.967], [1.445, -1.579, 3.074], [-1.224, -2.021, 0.917]],
  "atomic_forces_ev_per_a": [[0.857, 0.292, -0.112], [-0.801, -0.022, 1.147], [-2.643, -0.253, 1.561], [-0.341, -1.201, 1.670], [-1.737, 2.132, 1.942], [0.156, 0.884, 1.184], [-0.269, 0.176, 0.178], [0.955, 0.441, -0.546], [0.175, 0.172, -0.298], [-0.327, 0.181, -0.635], [-0.390, -0.296, 0.042], [2.418, -0.824, -3.798], [0.948, -0.555, -0.301], [1.139, 0.383, 0.109], [-1.018, 0.803, 0.545], [0.209, -0.414, 0.019], [-0.158, -0.063, 0.085], [-0.125, 0.187, 0.415], [0.182, -0.546, 0.401], [0.147, -0.031, -0.448], [2.613, -2.397, -1.455], [0.329, 0.828, 0.083], [-0.858, -1.383, -0.499], [-0.091, -0.401, -0.683], [-0.483, 0.256, -0.396], [0.157, 0.367, -0.027], [0.081, 0.029, -0.019], [0.006, -0.030, 0.137], [0.070, 0.001, -0.001], [0.014, 0.457, -0.318], [-0.105, -0.010, 0.058], [0.205, 0.312, 0.580], [-0.074, 0.100, 0.204], [0.030, 0.020, 0.043], [0.386, -0.045, -0.518], [-0.098, 0.251, -0.076], [-0.019, -0.257, 0.032], [-0.122, -0.223, 0.143], [0.041, -0.044, 0.044], [0.265, -0.285, -1.009], [-1.093, 1.725, -1.912], [-0.733, 0.192, 0.120], [0.316, 0.167, 0.188], [0.014, 0.071, 0.081], [-0.008, 0.022, -0.027], [0.109, 0.261, 0.502], [-0.658, -0.796, -0.438], [0.168, 0.079, 0.048], [0.066, -0.020, -0.038], [0.374, -0.267, -0.027], [0.204, 0.197, -0.147], [0.054, 0.048, 0.020], [-0.447, 0.184, -0.027], [-0.285, 0.071, 0.148], [0.154, -0.275, 0.466], [-0.459, -0.478, 0.657], [0.497, -0.171, 0.902]],
  "e_tot_ha": -1296.815179,
  "homo_energy_ev": -10.94,
  "lumo_ha": -0.1659,
  "total_charge": 1
}

No. 2
{
  "formula": "C20H34BFN2NaO7S",
  "method": "ωB97M-V with the def2-TZVPD basis set",
  "symbols": ["S", "Na", "F", "O", "O", "O", "O", "O", "O", "O", "N", "N", "C", "C", "C", "C", "C", "C", "C", "C", "C", "C", "C", "C", "C", "C", "C", "C", "C", "C", "C", "C", "B", "H", "H", "H", "H", "H", "H", "H", "H", "H", "H", "H", "H", "H", "H", "H", "H", "H", "H", "H", "H", "H", "H", "H", "H", "H", "H", "H", "H", "H", "H", "H", "H", "H", "H"],
  "coordinates": [[3.134, 2.166, 2.109], [3.347, -1.182, 0.409], [3.621, 1.790, 3.523], [0.706, -1.161, 0.496], [-2.053, -1.231, 1.712], [2.671, -0.340, 2.312], [4.239, 1.986, 1.222], [-1.466, -4.771, -5.109], [-0.945, -2.416, 3.454], [2.472, 3.414, 2.137], [0.143, -3.367, -2.098], [0.451, 3.287, 4.537], [1.696, -1.338, 2.692], [-0.333, 2.816, 0.958], [-0.333, 2.101, 4.205], [-0.825, -4.192, -2.857], [2.047, 0.787, 1.660], [-2.066, 3.352, -3.059], [0.481, -0.905, 1.899], [0.579, 0.659, 2.160], [-0.350, 1.822, -3.762], [0.543, 3.080, -0.277], [-1.554, 2.471, -4.012], [-0.359, -3.032, -0.765], [0.317, 2.041, -2.550], [-0.200, 2.901, -1.576], [0.796, -2.529, 0.117], [-1.578, -2.408, -4.489], [0.460, 0.886, 3.684], [-0.879, -3.766, -4.311], [-1.396, 3.567, -1.851], [-0.486, 1.331, 1.296], [-0.916, -1.538, 2.366], [0.188, -2.490, -2.610], [-0.836, -1.614, -4.542], [-0.780, 1.766, 5.140], [1.671, -2.630, -0.539], [-2.164, -2.392, -5.398], [-1.165, 2.367, 3.564], [-2.360, -4.929, -4.790], [2.173, -2.267, 2.368], [1.256, 1.537, -2.371], [-2.078, 2.290, -4.935], [-0.733, -3.947, -0.317], [-2.207, -2.173, -3.632], [-0.545, -5.242, -2.823], [-1.329, 3.158, 0.692], [0.956, -3.222, 0.942], [2.159, 0.826, 0.573], [-1.818, -4.115, -2.406], [-0.020, 0.018, 4.132], [-1.144, -2.275, -0.775], [-1.809, 4.261, -1.136], [-0.023, 3.430, 1.793], [-2.991, 3.863, -3.270], [1.538, -1.524, 3.746], [0.095, 1.152, -4.481], [-1.416, 1.228, 1.849], [1.431, 2.456, -0.301], [-2.755, -1.834, 1.980], [0.150, -3.662, -4.646], [1.438, 0.927, 4.155], [-0.634, 0.800, 0.360], [1.438, 3.107, 4.575], [0.886, 4.110, -0.212], [0.263, 4.064, 3.926], [-0.800, -3.321, 3.160]],
  "atomic_forces_ev_per_a": [[0.273, 0.337, -1.720], [0.246, -0.052, -0.342], [-0.118, 0.055, 0.436], [0.552, 0.173, 0.224], [0.249, -0.163, -0.314], [0.875, 0.309, -0.245], [0.149, -0.292, 0.310], [0.109, -0.134, 0.003], [0.119, 0.064, -0.648], [-0.168, 0.022, 0.553], [-0.611, 0.231, -0.255], [-0.366, -0.108, -0.196], [0.354, -0.735, -1.105], [-0.033, -0.201, -0.441], [0.284, 0.002, 0.661], [0.197, -0.138, 0.269], [-0.713, -0.074, 2.264], [0.380, -0.226, 0.137], [-0.516, 0.045, 0.814], [0.221, -0.384, -1.520], [0.082, 0.281, 0.678], [-0.451, 0.554, 0.153], [0.332, -0.002, 0.390], [0.473, -0.063, 0.180], [-0.604, 0.160, -0.274], [0.135, -0.487, -0.427], [0.024, -0.222, -0.842], [0.469, -0.016, 0.437], [-0.484, 0.596, -0.010], [-0.243, 0.380, -0.002], [0.009, -0.289, -0.553], [-0.202, 0.710, 0.379], [0.007, -0.182, 0.608], [0.256, 0.071, 0.033], [0.005, 0.198, -0.141], [-0.193, -0.168, 0.050], [0.117, -0.052, 0.035], [-0.075, 0.005, -0.180], [-0.065, 0.043, -0.170], [-0.137, -0.036, -0.048], [-0.384, -0.293, -0.183], [0.144, -0.056, 0.056], [-0.119, 0.054, -0.143], [-0.292, -0.113, -0.019], [-0.299, -0.035, -0.008], [0.201, -0.115, 0.109], [-0.180, 0.132, 0.088], [-0.055, 0.226, 0.397], [-0.216, -0.311, 0.040], [-0.230, 0.055, -0.085], [-0.111, -0.215, -0.054], [-0.211, 0.015, 0.069], [-0.066, 0.102, 0.105], [0.233, -0.091, 0.217], [-0.119, 0.130, 0.070], [0.057, 0.883, 0.342], [-0.054, -0.071, -0.202], [-0.158, -0.185, -0.029], [0.189, -0.021, 0.001], [-0.314, 0.194, 0.130], [0.133, -0.234, -0.275], [0.219, -0.109, 0.037], [0.130, -0.221, -0.087], [0.178, 0.116, -0.016], [0.205, 0.111, -0.043], [0.205, 0.088, -0.110], [-0.021, -0.247, 0.411]],
  "e_tot_ha": -2103.719206,
  "homo_energy_ev": -11.37,
  "lumo_ha": -0.1423,
  "total_charge": 1
}